Computed, not measured: a molecular structure, C23H45Cl3FeN2O4PSi at a distorted geometry, with the ωB97M-V functional and the def2-TZVPD basis.

Each line ends with the Mulliken charge.
Geometry (Å):
Fe -0.796 -3.536 -0.744  -0.0786
Cl -1.079 -4.941 -2.369  -0.6015
Cl -0.127 0.850 1.569  -0.3054
Cl 0.696 -3.000 0.652  -0.5056
P 4.609 0.206 1.204  1.1935
Si -0.565 1.650 -0.288  0.5208
O 3.187 0.272 1.644  -0.5101
O -1.947 -2.291 -0.395  0.3766
O 2.059 3.377 2.248  -0.6564
O 1.889 -1.048 -2.001  -0.3703
N 2.518 -0.825 -4.195  0.1516
N 1.373 2.257 4.133  0.3244
C -4.859 -1.277 1.455  -0.3138
C -5.531 -1.065 2.753  -1.4221
C -5.159 0.381 -2.207  -1.1532
C 2.479 0.634 -4.180  -0.6537
C -5.223 -0.362 -3.392  -0.5074
C -0.880 0.546 -1.819  0.1283
C -2.294 2.302 0.084  -1.0695
C -3.827 -2.074 -2.457  -0.5264
C -3.931 -1.451 -1.215  0.0576
C 4.844 0.385 -0.557  -0.8836
C 1.148 2.321 -0.737  -0.7891
C -4.554 -1.594 -3.527  -0.6870
C -3.281 -2.170 -0.091  0.3988
C 2.409 -1.495 -5.478  -0.8768
C 2.298 2.672 3.230  0.3446
C 0.021 2.764 4.100  -1.0483
C -4.428 -0.149 -1.127  0.2352
C 5.393 -1.392 1.568  -1.2677
C -3.560 -1.616 1.312  0.7135
C -2.687 -1.852 2.521  -1.3378
C 1.766 1.401 5.242  -1.0957
C 2.266 -1.540 -3.065  -0.0780
C 5.595 1.469 2.039  -1.3535
H 0.987 1.399 6.015  0.3890
H 2.710 1.749 5.693  0.3715
H 1.076 2.779 -1.728  0.4385
H 2.431 -2.630 -3.201  0.3168
H 5.102 2.445 1.948  0.3081
H 1.911 1.530 -0.847  -0.0865
H -1.614 -1.862 2.308  0.0969
H 5.623 -1.440 2.644  0.3402
H -5.525 -2.041 3.269  0.2582
H -0.115 3.478 4.920  0.3799
H -2.857 -1.080 3.302  0.3113
H -3.152 -2.933 -2.546  0.1830
H -0.563 -0.487 -1.615  -0.2874
H 2.919 -0.901 -6.245  0.2543
H -0.322 0.969 -2.681  -0.0427
H 3.304 2.275 3.460  0.0039
H 1.939 0.374 4.880  0.3088
H 4.042 -0.113 -1.107  -0.1644
H 5.799 -0.070 -0.828  0.5107
H 4.677 -2.187 1.304  0.3263
H -4.559 -2.149 -4.466  0.4088
H -2.705 1.686 0.905  0.1563
H -6.552 -0.720 2.521  0.3753
H -5.823 0.002 -4.226  0.3547
H -1.954 0.534 -2.068  0.1214
H -4.283 0.436 -0.208  0.9011
H -2.311 3.365 0.364  0.4486
H 6.305 -1.441 0.951  0.3893
H 1.445 1.011 -4.086  0.2926
H 2.894 0.983 -5.137  0.3594
H -5.528 -1.177 0.583  0.3050
H -0.155 3.253 3.139  0.2475
H -0.685 1.937 4.240  0.3821
H -2.931 -2.842 2.949  0.3275
H 2.855 -2.495 -5.385  0.3130
H 1.354 -1.614 -5.777  0.3291
H -5.635 1.369 -2.113  0.3341
H -2.926 2.095 -0.789  0.3203
H 5.666 1.217 3.103  0.3351
H 1.591 3.050 -0.054  0.3584
H -3.743 -3.161 -0.123  0.2742
H 3.074 1.008 -3.331  0.0740
H 4.851 1.438 -0.839  0.3729
H 6.591 1.485 1.587  0.3881
H -5.024 -0.335 3.407  0.2613

Cartesian forces (eV/Å) of the 2 atoms listed first:
1.0 -1.3 -0.7
-0.1 -0.8 -0.8

Output
2S+1   5
Gap between HOMO and LUMO (spin up / spin down)   7.116 / 6.861 eV
Energy above the lowest of the compared OMol25 structures with the same formula, charge and spin   155.81 kJ/mol
Net charge   -1

---

Computed, not measured: 3 unconnected molecules or ions with the total composition C19H44BINO3 at a distorted geometry, with the ωB97M-V functional and the def2-TZVPD basis.

Each line ends with the Mulliken charge.
Geometry (Å):
I 5.332 -2.270 -1.659  -0.2567
O 5.697 -1.384 1.152  -0.5191
O -0.236 1.986 -3.379  -0.3910
O -3.720 1.420 1.885  -0.4381
N 2.521 -2.565 0.552  -0.6853
C 1.304 -1.175 4.710  -1.7181
C -0.350 -3.325 -1.049  -1.8803
C -0.755 -0.044 -4.667  -1.1551
C -4.208 1.925 0.658  -0.6014
C 1.762 -1.866 3.426  1.7232
C 2.650 -0.916 2.607  -1.2462
C -2.870 2.277 2.622  -0.1136
C -1.258 1.200 -3.957  -0.1034
C 4.911 -1.182 0.255  0.1854
C 3.762 -0.284 0.249  -0.6612
C 0.186 -0.873 -0.545  -0.0113
C -3.121 2.306 -0.333  -0.4612
C 1.052 -0.261 0.555  -0.8793
C -0.619 -2.113 -0.125  1.9287
C 0.183 3.405 -5.347  -1.0724
C 2.598 -3.091 3.802  -1.8325
C -2.101 -1.823 -0.093  -1.7676
C 0.740 2.496 -4.262  -0.3479
C -3.514 3.595 3.022  -1.1856
B 2.446 -1.079 0.975  0.4282
H -1.594 -0.629 -5.047  0.4043
H -4.420 3.416 3.603  0.2741
H 2.328 0.097 2.835  0.1932
H 2.403 -2.714 -0.439  0.0756
H 0.889 -2.165 2.859  -0.2085
H -0.505 2.879 -6.011  0.2648
H 0.798 -1.029 -1.426  0.1855
H -2.604 1.717 3.518  0.3818
H -4.885 2.772 0.830  0.3584
H 0.875 -0.207 4.497  0.4003
H -0.054 -4.198 -0.488  0.2988
H -2.821 4.179 3.628  0.4192
H 0.401 -3.128 -1.797  0.3369
H 1.867 -3.161 1.037  0.2084
H 1.966 -3.918 4.115  0.4147
H -0.182 -0.662 -3.975  0.2349
H -3.568 2.635 -1.273  0.4510
H -0.288 -2.391 0.866  -0.3502
H -2.471 1.453 -0.533  -0.1143
H -1.899 0.898 -3.128  0.1195
H -0.545 -0.116 -0.835  -0.2052
H -3.788 4.198 2.155  0.2797
H 3.686 -1.024 2.914  0.4582
H 0.996 3.801 -5.957  0.4049
H 3.551 0.000 -0.775  0.4428
H -0.108 0.194 -5.513  0.3377
H 1.427 3.062 -3.634  0.3343
H 3.150 -3.411 2.928  0.4266
H -1.265 -3.587 -1.574  0.5534
H 4.042 0.565 0.859  0.2162
H -2.455 -1.499 -1.063  0.3615
H 3.268 -2.807 4.598  0.4285
H 0.590 -1.780 5.264  0.4225
H -0.359 4.241 -4.902  0.2836
H -2.352 -1.104 0.676  0.2943
H 1.322 1.680 -4.704  0.3169
H 1.357 0.725 0.202  0.2570
H -1.878 1.809 -4.629  0.3683
H 2.175 -1.024 5.335  0.3260
H -2.494 3.117 0.038  0.2637
H 0.434 -0.076 1.432  0.0941
H -4.815 1.121 0.240  0.3555
H -2.629 -2.741 0.145  0.5172
H -1.937 2.452 2.076  0.1759

Cartesian forces (eV/Å) of the 2 atoms listed first:
-0.1 0.0 -0.2
-1.4 0.1 -1.9

Output
Gap between HOMO and LUMO   6.851 eV
Net charge   -1

---

For reference, energy by record: -4589.1931, -1353.4103 Ha.